a.
{
  "formula": "C6H11N3OS",
  "method": "ωB97M-V with the def2-TZVPD basis set",
  "elements": ["C", "N", "C", "C", "S", "C", "N", "C", "O", "C", "N", "H", "H", "H", "H", "H", "H", "H", "H", "H", "H", "H"],
  "positions_angstrom": [[0.993, 0.319, -2.477], [1.195, 0.680, -1.099], [2.537, 0.955, -0.596], [2.367, 1.579, 0.793], [0.890, 0.725, 1.468], [0.319, 0.291, -0.163], [-0.793, -0.241, -0.453], [-1.544, -0.763, 0.608], [-1.274, -0.576, 1.797], [-2.884, -1.393, 0.205], [-2.781, -2.227, -1.009], [-0.052, 0.224, -2.659], [1.525, -0.627, -2.626], [1.414, 1.086, -3.117], [3.099, 0.038, -0.571], [3.051, 1.625, -1.329], [2.246, 2.648, 0.796], [3.210, 1.262, 1.453], [-3.573, -0.520, 0.062], [-3.229, -2.056, 1.025], [-3.675, -2.317, -1.501], [-2.144, -1.771, -1.695]],
  "e_homo_ha": -0.3349,
  "charge": 0
}

b.
{
  "formula": "C6H11N3OS",
  "method": "ωB97M-V with the def2-TZVPD basis set",
  "elements": ["C", "N", "C", "C", "S", "C", "N", "C", "O", "C", "N", "H", "H", "H", "H", "H", "H", "H", "H", "H", "H", "H"],
  "positions_angstrom": [[1.090, 2.003, 0.104], [1.380, 0.554, -0.056], [2.713, 0.052, -0.335], [2.772, -1.366, 0.130], [1.097, -2.038, -0.108], [0.420, -0.418, 0.036], [-0.824, -0.172, 0.142], [-1.842, -1.154, 0.010], [-1.651, -2.339, -0.150], [-3.243, -0.636, 0.203], [-3.436, 0.622, -0.424], [0.225, 2.219, 0.726], [0.931, 2.432, -0.896], [1.988, 2.474, 0.548], [2.927, 0.107, -1.417], [3.379, 0.762, 0.170], [2.993, -1.318, 1.191], [3.534, -1.946, -0.381], [-3.456, -0.711, 1.301], [-3.837, -1.414, -0.265], [-4.369, 0.994, -0.466], [-2.792, 1.295, -0.063]],
  "e_homo_ha": -0.3208,
  "charge": 0
}

Last place for stability: b

a.
{
  "formula": "C19H22N2O2",
  "method": "ωB97M-V with the def2-TZVPD basis set",
  "elements": ["C", "C", "C", "C", "C", "O", "C", "C", "C", "C", "N", "C", "C", "O", "N", "C", "C", "C", "C", "C", "C", "C", "C", "H", "H", "H", "H", "H", "H", "H", "H", "H", "H", "H", "H", "H", "H", "H", "H", "H", "H", "H", "H", "H", "H"],
  "positions_angstrom": [[-7.446, -0.731, -0.223], [-6.028, -0.314, 0.027], [-5.396, -0.649, 1.222], [-4.093, -0.276, 1.466], [-3.377, 0.451, 0.514], [-2.093, 0.772, 0.854], [-1.308, 1.498, -0.064], [0.060, 1.712, 0.580], [1.087, 2.296, -0.387], [1.612, 1.274, -1.406], [2.333, 0.205, -0.770], [1.925, -1.077, -0.520], [0.615, -1.663, -0.928], [0.639, -3.060, -0.825], [2.811, -1.786, 0.121], [3.882, -0.955, 0.327], [5.100, -1.191, 0.952], [6.004, -0.150, 1.000], [5.717, 1.096, 0.440], [4.513, 1.350, -0.185], [3.596, 0.311, -0.231], [-3.996, 0.790, -0.681], [-5.308, 0.406, -0.912], [-7.526, -1.818, -0.225], [-7.799, -0.357, -1.181], [-8.099, -0.351, 0.561], [-5.937, -1.211, 1.969], [-3.601, -0.534, 2.390], [-1.215, 0.935, -1.003], [-1.775, 2.468, -0.287], [0.417, 0.758, 0.971], [-0.065, 2.383, 1.430], [1.935, 2.671, 0.189], [0.649, 3.136, -0.930], [0.789, 0.848, -1.982], [2.292, 1.779, -2.101], [-0.188, -1.259, -0.289], [0.383, -1.406, -1.970], [1.383, -3.285, -0.247], [5.320, -2.157, 1.378], [6.960, -0.298, 1.479], [6.458, 1.880, 0.497], [4.303, 2.315, -0.621], [-3.475, 1.351, -1.442], [-5.774, 0.679, -1.848]],
  "e_homo_ha": -0.3082,
  "charge": 0
}

b.
{
  "formula": "C19H22N2O2",
  "method": "ωB97M-V with the def2-TZVPD basis set",
  "elements": ["C", "H", "O", "C", "C", "C", "C", "C", "C", "H", "C", "O", "C", "C", "C", "C", "N", "C", "H", "H", "C", "C", "N", "C", "C", "C", "C", "H", "H", "H", "H", "H", "H", "H", "H", "H", "H", "H", "H", "H", "H", "H", "H", "H", "H"],
  "positions_angstrom": [[0.699, 0.728, 3.739], [-0.159, 0.306, 3.121], [1.881, 0.285, 3.405], [2.484, 0.320, 2.266], [3.748, -0.150, 2.206], [4.411, -0.420, 0.917], [3.804, 0.029, -0.116], [2.509, 0.890, -0.162], [1.959, 0.941, 1.102], [0.923, 1.387, 1.299], [1.847, 1.291, -1.489], [2.234, 2.468, -1.928], [0.626, 0.666, -1.726], [1.241, -0.615, -2.867], [0.137, -1.259, -3.397], [-0.667, -2.096, -2.213], [-1.326, -0.935, -1.281], [-0.182, -0.229, -0.751], [-0.780, 0.635, -0.308], [0.436, -0.941, -0.206], [-2.147, -1.352, -0.453], [-2.743, -0.488, 0.245], [-2.601, -0.292, 1.499], [-3.110, 0.595, 2.267], [-3.997, 1.917, 1.480], [-4.347, 1.623, 0.312], [-3.700, 0.628, -0.194], [-3.878, 0.464, -1.599], [-4.828, 2.234, -0.091], [-4.477, 2.446, 2.347], [-2.940, 0.834, 3.211], [-2.924, -1.910, -0.952], [-1.705, -2.112, 0.258], [-1.548, -2.491, -2.591], [-0.097, -2.672, -1.606], [0.494, -2.273, -4.191], [-0.522, -0.584, -4.058], [1.847, -0.357, -3.540], [1.938, -1.229, -2.239], [0.144, 1.051, -2.590], [4.089, -0.016, -1.151], [5.458, -1.116, 0.682], [4.355, -0.792, 2.981], [0.765, 1.890, 3.659], [0.650, 0.700, 4.705]],
  "e_homo_ha": -0.3061,
  "charge": 0
}

Last place for stability: b

a.
{
  "formula": "CH3FO2",
  "method": "ωB97M-V with the def2-TZVPD basis set",
  "elements": ["C", "O", "O", "F", "H", "H", "H"],
  "positions_angstrom": [[0.014, -0.514, -0.660], [0.082, 0.959, 1.123], [0.005, 0.799, -0.325], [-1.218, -1.096, -0.460], [0.285, -0.712, -1.748], [1.015, -1.423, 0.841], [-0.183, 1.989, 1.230]],
  "e_homo_ha": [-0.3558, -0.3641],
  "charge": 0
}

b.
{
  "formula": "CH3FO2",
  "method": "ωB97M-V with the def2-TZVPD basis set",
  "elements": ["C", "O", "O", "F", "H", "H", "H"],
  "positions_angstrom": [[0.405, -0.292, -0.821], [-0.586, 1.399, 0.177], [-0.596, 0.465, -0.754], [-0.450, -0.537, 1.711], [0.317, -1.047, -1.712], [1.384, -0.419, -0.188], [-0.474, 0.431, 1.588]],
  "e_homo_ha": [-0.3768, -0.3769],
  "charge": 0
}

c.
{
  "formula": "CH3FO2",
  "method": "ωB97M-V with the def2-TZVPD basis set",
  "elements": ["O", "C", "O", "H", "H", "F", "H"],
  "positions_angstrom": [[-0.305, -1.230, -0.092], [-0.955, -0.226, -0.167], [-0.565, 1.029, 0.007], [-1.921, -0.083, -0.522], [0.299, 1.081, 0.347], [1.806, 0.141, 0.024], [1.641, -0.712, 0.402]],
  "e_homo_ha": -0.4126,
  "charge": 0
}

Last place for stability: a

a.
{
  "formula": "C10H7NO2",
  "method": "ωB97M-V with the def2-TZVPD basis set",
  "elements": ["O", "C", "C", "C", "O", "C", "C", "C", "C", "C", "C", "N", "C", "H", "H", "H", "H", "H", "H", "H"],
  "positions_angstrom": [[2.738, -1.844, 0.167], [1.557, -1.652, -0.108], [0.862, -0.387, -0.027], [1.588, 0.832, 0.024], [2.960, 0.789, -0.051], [0.962, 2.137, -0.063], [-0.383, 2.218, 0.056], [-1.154, 0.957, 0.122], [-2.602, 0.922, -0.015], [-3.189, -0.341, 0.149], [-2.433, -1.513, 0.002], [-1.125, -1.612, -0.095], [-0.535, -0.274, -0.073], [0.806, -2.530, -0.262], [3.141, -0.242, 0.125], [1.762, 2.949, -0.017], [-0.944, 3.118, -0.149], [-3.170, 1.834, -0.210], [-4.241, -0.451, -0.015], [-3.097, -2.354, -0.151]],
  "e_homo_ha": -0.3186,
  "charge": 0
}

b.
{
  "formula": "C10H7NO2",
  "method": "ωB97M-V with the def2-TZVPD basis set",
  "elements": ["C", "C", "C", "C", "C", "C", "C", "C", "C", "C", "N", "O", "O", "H", "H", "H", "H", "H", "H", "H"],
  "positions_angstrom": [[-4.199, 1.009, -0.049], [-2.999, 0.910, -0.011], [2.805, -0.583, 1.048], [2.418, -1.369, -0.092], [1.892, 0.522, 1.358], [1.193, -1.383, -0.676], [0.635, 0.505, 0.805], [0.319, -0.348, -0.266], [-0.269, 1.500, 1.145], [-1.091, -0.272, -0.949], [-1.736, 0.813, -0.298], [-0.560, 2.328, 1.875], [-1.146, -0.192, -2.386], [-5.244, 1.090, 0.184], [3.808, -0.637, 1.331], [3.115, -2.246, -0.238], [2.135, 1.215, 2.139], [1.006, -1.979, -1.590], [-1.633, -1.330, -0.734], [-0.446, 0.447, -2.599]],
  "e_homo_ha": -0.2754,
  "charge": 0
}

Last place for stability: b

a.
{
  "formula": "C4H10N2P",
  "method": "ωB97M-V with the def2-TZVPD basis set",
  "elements": ["C", "C", "C", "C", "N", "N", "P", "H", "H", "H", "H", "H", "H", "H", "H", "H", "H"],
  "positions_angstrom": [[1.078, -1.569, -0.040], [0.305, 1.153, -0.060], [1.752, 0.857, -0.329], [-0.367, 0.243, 0.903], [1.823, -0.607, -0.648], [0.054, -1.084, 0.792], [-3.455, -0.457, -0.220], [1.238, -2.639, -0.234], [0.153, 2.195, 0.311], [-0.357, 1.035, -1.020], [2.329, 1.324, -1.141], [2.150, 0.886, 0.658], [-1.035, 0.539, 1.664], [2.523, -0.807, -1.325], [-0.422, -1.907, 1.197], [-3.644, 0.503, -1.200], [-4.125, 0.336, 0.691]],
  "e_homo_ha": [-0.4417, -0.4445],
  "charge": 1
}

b.
{
  "formula": "C4H10N2P",
  "method": "ωB97M-V with the def2-TZVPD basis set",
  "elements": ["C", "C", "N", "P", "C", "N", "C", "H", "H", "H", "H", "H", "H", "H", "H", "H", "H"],
  "positions_angstrom": [[2.969, 0.668, -0.122], [1.658, 0.879, -0.107], [0.708, -0.137, 0.061], [1.036, -1.873, 0.098], [-0.717, 0.372, 0.039], [-1.738, -0.402, 0.020], [-3.067, 0.121, -0.035], [3.493, 1.559, -0.276], [3.168, -0.383, -0.117], [1.134, 1.837, -0.059], [2.239, -1.695, -0.611], [1.820, -1.880, 1.213], [-0.771, 1.384, 0.252], [-1.608, -1.350, -0.148], [-3.502, 0.139, -0.985], [-3.002, 1.213, 0.323], [-3.818, -0.451, 0.454]],
  "e_homo_ha": -0.4807,
  "charge": 1
}

Last place for stability: a

a.
{
  "formula": "C4H23NO7",
  "method": "ωB97M-V with the def2-TZVPD basis set",
  "elements": ["C", "C", "C", "C", "N", "H", "H", "H", "H", "H", "H", "H", "H", "H", "O", "H", "H", "O", "H", "H", "O", "H", "H", "O", "H", "H", "O", "H", "H", "O", "H", "H", "O", "H", "H"],
  "positions_angstrom": [[-0.181, 1.438, -2.623], [-0.813, 1.112, -1.213], [-1.246, 2.150, -0.468], [-1.599, 2.135, 0.976], [-1.078, 3.423, -1.016], [0.691, 0.764, -2.664], [-0.826, 1.173, -3.442], [0.137, 2.472, -2.848], [-0.943, 0.107, -0.965], [-2.026, 3.010, 1.369], [-0.720, 2.129, 1.707], [-2.173, 1.216, 1.150], [-1.042, 3.582, -1.998], [-1.268, 4.240, -0.391], [-0.247, -3.405, 2.208], [-1.078, -3.619, 2.649], [0.019, -4.068, 1.600], [1.333, 1.307, 1.534], [1.820, 1.272, 0.720], [1.843, 0.848, 2.181], [-1.083, -2.959, -1.151], [-0.654, -3.774, -1.393], [-1.368, -2.563, -2.005], [1.182, -2.702, -1.736], [1.100, -2.490, -0.797], [1.071, -1.811, -2.094], [2.161, -1.607, 1.464], [2.442, -2.112, 2.255], [1.177, -1.683, 1.456], [2.986, 1.780, -1.750], [2.009, 1.799, -1.687], [3.302, 2.562, -1.229], [-1.705, -2.203, 3.606], [-0.954, -1.671, 3.692], [-2.268, -1.854, 2.904]],
  "e_homo_ha": -0.2863,
  "charge": 0
}

b.
{
  "formula": "C4H23NO7",
  "method": "ωB97M-V with the def2-TZVPD basis set",
  "elements": ["C", "N", "C", "C", "C", "O", "H", "H", "H", "H", "H", "H", "H", "H", "H", "H", "H", "O", "H", "H", "O", "H", "H", "O", "H", "H", "O", "H", "H", "O", "H", "H", "O", "H", "H"],
  "positions_angstrom": [[-0.228, 3.418, 0.725], [-0.675, 1.999, 0.900], [-1.034, 1.360, -0.432], [-1.686, 0.041, -0.063], [-2.565, -0.795, -1.019], [-0.618, -0.803, 0.366], [-0.366, 3.871, 1.682], [0.767, 3.372, 0.246], [-0.921, 3.972, 0.093], [-0.087, 1.453, 1.510], [-0.233, 1.199, -1.121], [-1.765, 2.120, -0.848], [-2.356, 0.299, 0.811], [-2.191, -0.909, -2.024], [-3.554, -0.383, -1.176], [-2.579, -1.791, -0.586], [-0.876, -1.511, 0.968], [2.691, 0.372, -2.181], [1.989, -0.218, -1.795], [3.479, -0.174, -2.128], [-1.685, -2.243, 2.690], [-1.096, -2.668, 3.316], [-1.706, -1.300, 2.878], [2.267, 0.517, 2.818], [1.450, 0.576, 2.316], [2.929, 0.646, 2.121], [2.394, -1.699, 1.459], [2.760, -0.847, 1.729], [2.839, -2.539, 1.367], [1.268, -1.545, -1.221], [0.463, -1.404, -0.640], [1.971, -1.509, -0.568], [-1.415, 0.335, -4.174], [-0.472, 0.609, -4.161], [-1.503, -0.223, -3.408]],
  "e_homo_ha": -0.3334,
  "charge": 0
}

c.
{
  "formula": "C4H23NO7",
  "method": "ωB97M-V with the def2-TZVPD basis set",
  "elements": ["C", "C", "O", "C", "C", "N", "H", "H", "H", "H", "H", "H", "H", "H", "H", "H", "H", "O", "H", "H", "O", "H", "H", "O", "H", "H", "O", "H", "H", "O", "H", "H", "O", "H", "H"],
  "positions_angstrom": [[-0.303, -1.718, -2.906], [-0.203, -1.006, -1.540], [0.641, -1.778, -0.661], [-1.548, -0.702, -0.929], [-1.861, 0.844, -0.728], [-2.827, 1.321, -1.678], [0.482, -1.406, -3.602], [-1.313, -1.588, -3.253], [0.134, -2.724, -2.825], [0.433, -0.117, -1.619], [0.257, -2.427, -0.067], [-2.446, -1.041, -1.453], [-1.624, -1.194, 0.050], [-2.124, 1.035, 0.307], [-0.886, 1.307, -0.934], [-2.705, 1.574, -2.636], [-3.563, 1.855, -1.264], [0.603, 3.537, 1.388], [-0.036, 3.417, 0.694], [1.187, 2.759, 1.333], [3.806, -1.535, 1.726], [3.252, -1.872, 2.426], [3.518, -1.856, 0.841], [-1.390, -0.327, 3.385], [-2.066, -0.061, 2.745], [-1.322, 0.418, 3.959], [1.794, 3.936, -1.268], [1.443, 4.265, -0.413], [1.698, 3.006, -1.351], [2.132, 0.483, 0.661], [2.869, -0.076, 0.947], [1.338, -0.030, 0.412], [0.477, -2.556, 2.903], [-0.453, -2.311, 2.824], [0.607, -3.433, 2.528]],
  "e_homo_ha": -0.3415,
  "charge": 0
}

Last place for stability: a